The following is a DFT calculation (ωB97M-V/def2-TZVPD) of an isolated molecule of C6H5ClFNO2.

Structure (XYZ):
```
16
Properties=species:S:1:pos:R:3:mulliken_charge:R:1
C -0.6800 -1.3779 0.6209 -0.339
C -1.0883 -1.8170 -0.5313 -0.119
H -0.1189 1.6072 -1.6927 0.352
C -0.6174 1.2846 -0.7503 -0.553
F -2.8490 1.7742 -1.3740 -0.261
N -2.4182 1.2154 0.9078 1.051
C 0.2327 0.9839 0.3700 -0.257
H -1.0083 -1.8323 1.5442 0.355
H 1.0757 -0.4958 1.4743 0.420
C -1.8546 1.4348 -0.4911 0.384
O -3.6171 1.0950 0.9294 -0.574
Cl -2.2476 -3.1395 -0.7129 -0.177
C 0.3061 -0.2932 0.7829 -0.437
H -0.5681 -1.4289 -1.4167 0.347
H 1.0793 1.7323 0.5666 0.313
O -1.7119 1.2111 1.8779 -0.506
```

As for the multiplicity: 1. The value obtained for the LUMO energy is -0.01684 Ha. As for the total charge: 0. The energy relative to the best compared isomer or geometry (same formula, charge and spin) comes out at 26.6 kcal/mol.

=====

The following is a DFT calculation (ωB97M-V/def2-TZVPD) of a structure of composition C30H39AsF6N6.

Structure (XYZ):
```
82
Properties=species:S:1:pos:R:3:mulliken_charge:R:1
C -4.9222 -1.8929 4.5874 -1.017
H 1.7189 2.8958 1.4618 0.377
N 3.5573 -2.7653 6.0300 0.117
H -5.8423 -0.8644 2.4469 0.454
H 0.6585 -2.4788 3.0580 0.350
H 0.1324 -0.9069 2.3356 -0.255
H 4.9005 -3.8541 7.2083 0.321
C -4.4028 -1.5335 0.9831 -0.775
C 2.0761 1.7519 -8.8272 -0.991
N -4.3025 -2.0254 3.2565 0.097
H -4.5923 -2.5800 5.3666 0.364
H 1.2193 0.3590 4.0852 0.208
H 0.3180 3.8392 1.2060 0.305
C 0.3956 3.0669 -1.1927 -0.469
H -0.5261 2.9507 -0.6418 0.546
H 1.8780 4.7290 1.0271 0.459
C 2.3036 -2.5228 5.5319 -0.275
C 3.9363 -3.9529 6.7097 -0.811
H 2.8906 1.0379 -4.4021 0.546
H 3.2382 -4.1815 7.5150 0.363
C 1.0672 -0.6983 4.3022 -0.854
H 3.6658 3.6989 -3.1067 0.566
F -3.4963 2.3628 3.4345 -0.504
C -1.2103 -1.6257 -0.8606 -0.353
H 3.8683 0.2576 4.7313 0.405
H 1.4419 -3.1660 5.6333 0.417
H -3.2325 -2.3678 -4.0537 0.471
C 3.5353 -0.6839 5.1425 -0.196
H 1.8483 -1.3339 2.3989 0.404
C 2.6386 3.6758 -1.1994 -0.277
N 1.4652 3.4742 -0.5448 0.050
H 1.1039 1.5340 -9.2694 0.382
N 2.2437 -1.2552 4.9067 0.343
C 2.7414 3.5362 -2.5726 -0.664
C 1.1435 3.1354 -7.0615 -0.507
H -2.6242 -3.0893 3.9187 0.496
C 1.3671 3.7724 0.9178 -1.025
C -0.8798 -1.8704 -4.5615 -1.122
H -5.9697 -2.1866 4.5207 0.400
C 1.0376 3.5090 -5.7312 -0.364
H -0.4752 2.7240 -3.1045 0.574
H -4.8345 -0.8998 0.2226 0.364
H 5.3763 -1.5700 6.1282 0.422
H -1.5549 -3.1201 1.7187 0.555
C -3.0687 -2.5683 3.0836 -0.197
F -0.8205 2.1625 3.3414 -0.446
C 0.8945 -1.4238 2.9187 -0.219
H 3.5054 3.9238 -0.6048 0.499
H -4.8205 -0.8670 4.9414 0.385
H 0.5874 3.5986 -7.8630 0.509
H -4.4078 -2.3171 -1.6870 0.581
H -0.6797 -0.8936 -5.0019 0.323
H 2.6140 2.5885 -9.2732 0.390
C 1.6780 2.7464 -4.7767 0.726
H 3.1084 0.4479 -6.9194 0.455
N -1.4064 -1.9133 -3.2162 0.032
C -4.9799 -1.4750 2.2237 -0.423
C -2.7334 -2.2326 -3.1055 -0.422
F -0.9572 0.9833 1.1060 -0.336
C -3.1533 -2.0353 0.7021 1.118
C 2.5864 1.2941 -6.4977 -0.236
C -2.5878 -1.9229 -0.7031 0.558
H 0.2445 -0.5812 5.0075 0.388
H -1.3348 -2.5206 -5.3088 0.419
C -3.3443 -2.1874 -1.8228 -0.566
C -2.5542 -2.7161 1.7860 -0.679
C 0.4333 2.9808 -2.5801 -0.562
C -0.6846 -1.6054 -2.1499 -0.570
H -0.6661 -1.1822 -0.0399 0.313
F -3.5094 1.3862 1.1193 -0.482
F -2.0082 3.4237 1.6297 -0.463
C 1.6088 3.1402 -3.3269 0.387
C 2.4623 1.6549 -5.1782 -0.681
H 3.9536 -4.8078 6.0336 0.334
H 2.5877 0.8375 -9.1276 0.352
H 0.0541 -2.4269 -4.4832 0.468
H 0.2642 -1.1285 -2.3468 0.584
As -2.1428 1.7411 2.2820 1.897
F -2.3237 0.1934 3.1006 -0.435
C 4.3293 -1.5788 5.8635 -0.467
N 1.9411 2.0659 -7.3997 0.003
H 0.4288 4.3300 -5.3824 0.563
```

As for the multiplicity: 1. The value obtained for the LUMO energy is -0.39206 Ha. As for the total charge: +4.

=====

The following is a DFT calculation (ωB97M-V/def2-TZVPD) of a cluster of 2 separate species, C4H10NO in total.

Structure (XYZ):
```
16
Properties=species:S:1:pos:R:3:mulliken_charge:R:1
C -0.4571 1.6444 0.6616 -1.001
H 1.5454 0.0817 -0.6547 0.088
H -0.5554 0.9044 2.7707 0.299
H -0.9877 2.5733 0.9129 0.316
N 1.7560 -1.0865 -2.3487 -0.783
C 1.1026 -0.8843 -1.0149 -0.276
H 1.6409 -2.0470 -2.6609 0.246
H 0.6024 1.9105 0.7529 0.230
C -1.6869 -0.3478 1.5643 -0.621
O -0.2361 -0.8227 -1.0311 -0.801
H 1.5325 -1.6599 -0.3496 0.239
H 1.1643 -0.5384 -2.9671 0.295
H -1.7583 -0.7770 0.5662 0.230
C -0.9010 0.7083 1.7562 -0.021
H -2.1556 -0.8941 2.3785 0.246
H -0.6059 1.2351 -0.3364 0.315
```

As for the multiplicity: 1. The value obtained for the LUMO energy is 0.15783 Ha. As for the total charge: -1. The energy relative to the best compared isomer or geometry (same formula, charge and spin) comes out at 22.2 kcal/mol.

=====

The following is a DFT calculation (ωB97M-V/def2-TZVPD) of a structure of composition C16H13Cl2N6PtS.

Structure (XYZ):
```
39
Properties=species:S:1:pos:R:3:mulliken_charge:R:1
C 2.1172 -3.9799 -0.3783 -0.405
Cl -2.3040 -2.4435 0.2396 -0.031
H -3.3436 -2.2851 -1.8830 0.375
H -0.4015 4.4986 -2.1696 0.395
Cl -1.1584 -1.4443 -2.2691 -0.075
H 2.0323 4.6632 -2.6464 0.504
C -2.3577 -2.5671 -1.5347 -0.289
H 0.9873 -2.7275 -1.7197 0.538
C 0.1364 0.5911 3.2006 -0.187
N 1.3812 -1.1647 3.7075 -0.542
Pt -0.5871 -0.2311 0.0694 1.058
C 0.2679 3.6933 -1.8916 -0.875
C 1.4165 -2.1954 1.4700 0.535
H -5.0787 2.6374 -0.5978 0.512
C 1.6274 3.7891 -2.1534 -0.532
S -2.9108 3.4054 -1.2868 0.062
C 1.0326 -1.1917 2.4520 0.251
C -2.0182 1.1438 -0.2762 -0.386
N 0.2636 -0.1246 2.0879 -0.326
H 2.4061 -4.7027 -1.1304 0.407
H 2.5544 -3.4455 2.8033 0.512
C 1.3248 -2.8850 -0.7070 -0.402
H -2.0986 -3.5785 -1.8265 0.401
C -3.4417 1.1893 -0.1053 -0.167
N 0.9707 -1.9981 0.2226 0.064
C -1.5845 2.3129 -0.9378 0.159
H -0.3996 1.5172 3.3244 0.477
H 2.5193 0.7973 -0.8046 0.523
C -4.0270 2.3728 -0.6091 -0.341
H 0.9183 0.2356 5.1287 0.207
N 2.5429 -4.1796 0.8628 -0.466
C 2.4500 2.7484 -1.7662 -0.809
H -4.0310 0.4205 0.3799 0.496
C -0.2265 2.5399 -1.2560 1.450
H 3.5167 2.7801 -1.9470 0.448
N 0.8042 -0.0362 4.1589 0.119
N 0.6032 1.5198 -0.8803 -0.298
C 2.2063 -3.2955 1.7886 -0.440
C 1.8895 1.6204 -1.1197 0.077
```

As for the multiplicity: 5. The value obtained for the LUMO energy (spin up / spin down) is -0.39379 / -0.51818 Ha. As for the total charge: +3. The energy relative to the best compared isomer or geometry (same formula, charge and spin) comes out at 0.0 kcal/mol.

=====

Number 1: E -996.7182 a.u., maximum force 4.368 eV/Å. Number 2: E -4328.8020 a.u., maximum force 5.713 eV/Å. Number 3: E -288.3562 a.u., maximum force 1.156 eV/Å. Number 4: E -2382.7622 a.u., maximum force 0.559 eV/Å.